Entry 1:
Density functional theory data (ωB97M-V/def2-TZVPD) for a gas-phase ion, C6H6N (charge +1).

Structure (XYZ):
```
13
Properties=species:S:1:pos:R:3:forces:R:3:nbo_charge:R:1
C -2.30818 -0.01499 0.05579 -1.9688 0.1570 -0.4155 -0.17
C -1.64991 1.03936 -0.60732 -1.8463 1.7588 -0.0851 -0.28
C -1.45931 -0.93724 0.53288 -0.2668 -0.5911 0.8503 0.03
C -0.34392 0.92201 -0.50422 0.3324 -0.9880 0.6218 0.41
C 0.60548 0.09012 0.00480 -1.1997 1.2159 -1.1569 0.20
C 2.01378 0.09651 -0.09350 -0.4588 0.7642 0.8451 -0.65
N -0.17305 -0.81939 0.53159 0.8973 -0.2314 -0.3136 -0.21
H -3.39587 -0.22072 0.22477 0.9671 0.9417 -0.6856 0.28
H -2.22179 1.92028 -0.98652 0.7194 -0.8151 0.0577 0.34
H -1.85506 -1.79529 0.96828 -0.4429 -1.5214 0.8751 0.25
H 2.33495 0.83084 0.57118 0.9491 1.3547 1.4353 0.27
H 2.37475 -0.80879 0.22142 1.2927 -2.2442 0.2343 0.27
H 2.25713 0.47316 -1.02049 1.0253 0.1988 -2.2630 0.26
```
Positions in Å, forces in eV/Å.

Calculated values
total charge	+1
highest occupied orbital energy	-0.570	Eh
max |F|	2.60	eV Å⁻¹
energy above the lowest of the compared OMol25 structures with the same formula, charge and spin	1.515	eV

***

Entry 2:
Density functional theory data (ωB97M-V/def2-TZVPD) for a gas-phase ion, C6H6N (charge +1).

Structure (XYZ):
```
13
Properties=species:S:1:pos:R:3:forces:R:3:nbo_charge:R:1
C -1.51647 -0.33040 -1.21411 0.2784 -3.1225 1.7812 0.10
C -1.16822 -1.22174 -0.38092 -2.9283 1.3641 -2.2057 0.04
C 0.16902 0.57677 1.93975 0.3082 3.2184 -1.1419 0.14
C -0.39863 0.54259 -1.52549 2.1570 1.4551 -0.3997 -0.48
C 0.14460 -1.28308 0.20154 -1.1519 1.6516 -0.8357 -0.14
C 0.73424 -0.05899 -0.51377 -0.4027 1.2722 -2.2900 0.00
N 0.32996 0.01546 0.83994 0.3949 -2.1578 0.5849 -0.24
H 0.17512 1.70376 1.81375 0.3042 -1.2710 1.1841 0.24
H 0.04102 -0.01152 2.80798 -0.5958 -0.2412 0.9588 0.24
H 0.04513 0.63008 -2.56831 -0.9860 -0.3187 1.1742 0.28
H -0.71188 1.55685 -1.18358 0.7851 -0.3636 -0.3075 0.26
H 0.37005 -2.23088 0.54218 2.0066 -1.4471 0.9428 0.28
H 1.78607 0.11111 -0.75893 -0.1697 -0.0396 0.5545 0.27
```
Positions in Å, forces in eV/Å.

Calculated values
total charge	+1
SMILES	C=[N+]1[C@@H]2CC#C[C@@H]21
highest occupied orbital energy (spin up / spin down)	-0.533 / -0.522	Eh
max |F|	3.91	eV Å⁻¹
energy above the lowest of the compared OMol25 structures with the same formula, charge and spin	5.337	eV

***

Entry 3:
Density functional theory data (ωB97M-V/def2-TZVPD) for C6H6N2 in the gas phase.

Structure (XYZ):
```
14
Properties=species:S:1:pos:R:3:forces:R:3:nbo_charge:R:1
C 1.61736 0.43351 1.09108 -0.3896 0.2456 0.2118 -0.34
C 1.06265 -0.59869 0.37903 0.2489 1.7697 0.6523 -0.26
C -0.11079 -0.61078 -0.59745 -0.3591 1.4556 0.4761 0.11
C -0.93109 2.37469 -0.32950 -2.1549 -0.2969 1.9822 -0.10
C -0.68077 -1.90477 -0.72788 -1.2116 -4.5864 0.6147 -0.04
C -1.04790 -3.08564 -0.59761 0.3490 2.4214 -0.9680 -0.19
H 1.25315 1.51639 0.98571 0.7692 -1.9221 0.1014 0.21
H 2.42215 0.24513 1.92092 -1.6284 0.2183 -1.9008 0.22
H 1.40717 -1.59041 0.63428 0.0186 -0.1425 -0.2256 0.22
H -1.91459 2.04054 0.29539 2.3005 0.8154 -1.5929 0.17
H -0.50218 3.34917 -0.16377 -0.1919 0.3194 -0.1156 0.19
H -1.49147 -4.09776 -0.68498 0.6908 1.3778 0.2546 0.25
N -0.79873 0.35650 -1.15541 1.2307 -2.5893 0.2732 -0.19
N -0.28495 1.57209 -1.04981 0.3279 0.9141 0.2366 -0.23
```
Positions in Å, forces in eV/Å.

Calculated values
total charge	0
SMILES	C#C/C(C=C)=N/N=C
highest occupied orbital energy	-0.334	Eh
max |F|	4.78	eV Å⁻¹
energy above the lowest of the compared OMol25 structures with the same formula, charge and spin	4.565	eV

***

Entry 4:
Density functional theory data (ωB97M-V/def2-TZVPD) for a molecular structure, C6H6N2.

Structure (XYZ):
```
14
Properties=species:S:1:pos:R:3:forces:R:3:nbo_charge:R:1
C -1.31370 1.17501 0.03015 3.1752 3.7607 2.6252 -0.48
C -2.13812 -0.04920 -0.31104 4.5749 2.1346 0.7541 -0.26
C -1.39368 -1.11899 -0.09820 2.3432 -1.8975 0.9800 0.04
C 1.44545 -1.15319 0.10590 -1.9276 6.7189 -2.3422 -0.15
C 2.12183 0.06490 -0.25002 -0.5919 -0.6793 2.0840 -0.05
C 0.06266 0.59050 0.15544 2.9866 2.2805 -1.1977 0.37
H -1.13685 1.36517 1.35273 -1.8371 -0.1800 -3.3289 0.28
H -1.12627 2.45362 -0.46506 -1.3261 -4.5114 1.3273 0.29
H -3.07797 -0.12382 -0.05839 -5.2231 -0.1312 0.2774 0.21
H -1.82050 -2.12564 0.11674 0.8718 0.8135 -0.4861 0.23
H 1.74329 -2.08275 0.17087 1.4059 -4.5097 0.0639 0.20
H 3.20257 0.13017 -0.64989 -1.9035 -0.0123 1.2380 0.22
N 0.02886 -0.77743 0.20322 0.2820 1.4638 -0.3971 -0.40
N 1.32959 1.25301 0.04530 -2.8304 -5.2503 -1.5978 -0.50
```
Positions in Å, forces in eV/Å.

Calculated values
total charge	0
highest occupied orbital energy	-0.297	Eh
max |F|	7.37	eV Å⁻¹
energy above the lowest of the compared OMol25 structures with the same formula, charge and spin	4.725	eV

***

Entry 5:
Density functional theory data (ωB97M-V/def2-TZVPD) for C6H6N2O in the gas phase.

Structure (XYZ):
```
15
Properties=species:S:1:pos:R:3:forces:R:3:nbo_charge:R:1
C 1.26445 1.53082 0.09301 3.4217 1.0782 -0.4374 -0.68
C 0.33848 0.34382 -0.10979 0.0212 0.0524 1.0854 -0.08
C -1.06938 0.65504 -0.07902 -0.2284 1.0282 -2.0413 -0.17
C -2.10985 -0.28155 0.05485 0.7925 2.5419 0.3872 -0.25
C -1.61022 -1.63224 -0.06252 -3.1467 0.1968 0.2987 0.06
C 0.68822 -1.01824 -0.01786 -1.8368 -2.2689 0.2562 0.25
H 0.70333 2.56495 0.55782 1.8575 -3.3212 -1.1156 0.24
H 2.25485 1.03776 0.70320 -2.8229 1.9571 -1.0980 0.26
H 1.91051 1.87886 -0.92250 -2.2064 -0.9549 2.4864 0.25
H -1.21852 1.73766 -0.46368 -0.3208 -1.6743 1.5078 0.22
H -3.22003 0.21223 0.27757 2.9847 -2.1837 -0.8280 0.26
H -2.57329 -2.33594 0.06928 2.9679 0.4251 -0.8783 0.21
N -0.35285 -1.97501 -0.27274 0.9754 0.9741 2.4784 -0.42
N 1.95370 -1.69896 0.55003 3.4154 5.9731 -7.8357 0.16
O 3.04058 -1.01919 -0.37764 -5.8744 -3.8239 5.7342 -0.32
```
Positions in Å, forces in eV/Å.

Calculated values
total charge	0
SMILES	Cc1cccnc1N=O
highest occupied orbital energy	-0.356	Eh
max |F|	10.43	eV Å⁻¹
energy above the lowest of the compared OMol25 structures with the same formula, charge and spin	8.335	eV

***

Entry 6:
Density functional theory data (ωB97M-V/def2-TZVPD) for 3 unconnected molecules or ions with the total composition C6H6N2O2.

Structure (XYZ):
```
16
Properties=species:S:1:pos:R:3:forces:R:3:nbo_charge:R:1
C -2.67255 0.79095 -1.27364 1.7466 1.0139 -1.2051 -0.23
C -2.29958 1.29293 -0.21090 -1.2312 -0.5297 -0.4301 -0.30
C 1.53094 0.49124 -0.29797 0.7159 -3.4750 -2.3256 0.62
C 0.97942 1.20795 0.73932 -1.7553 5.6556 1.5387 -0.41
C -0.03424 0.67393 1.44158 0.9809 2.4231 2.0772 0.08
C -0.00042 -1.31368 0.14129 0.7699 -0.4308 0.7362 0.78
H -2.63399 0.57784 -2.45242 -0.4416 0.3350 3.5946 0.28
H -2.14785 1.70379 0.83009 -0.4169 -0.7165 -2.1214 0.25
H 1.50932 -1.21289 -1.39410 -1.3648 0.4140 1.7955 0.45
H 1.01050 2.43119 0.76956 0.5641 -3.4736 -0.1306 0.25
H -0.50582 1.40070 2.22594 0.4643 -1.9941 -1.3991 0.23
H -1.62113 -0.89550 1.40755 5.2095 0.8207 0.5447 0.42
N 1.06678 -0.82157 -0.50672 0.1587 -0.1617 0.0093 -0.64
N -0.25891 -0.65582 1.42456 -6.8145 -2.1056 -1.4515 -0.61
O 2.32784 0.70053 -1.15705 2.5476 3.1639 -1.2625 -0.58
O -0.61377 -2.26595 -0.22414 -1.1332 -0.9391 0.0298 -0.59
```
Positions in Å, forces in eV/Å.

Calculated values
total charge	0
highest occupied orbital energy	-0.355	Eh
max |F|	7.28	eV Å⁻¹
energy above the lowest of the compared OMol25 structures with the same formula, charge and spin	5.108	eV

***

Entry 7:
Density functional theory data (ωB97M-V/def2-TZVPD) for C6H6N2O2S in the gas phase.

Structure (XYZ):
```
17
Properties=species:S:1:pos:R:3:forces:R:3:nbo_charge:R:1
C 1.95265 -1.20422 0.47125 2.1547 -0.8138 0.6946 -0.17
C 1.70868 0.15935 0.74683 -1.8508 0.5765 -1.1643 -0.27
C 1.04718 -2.09087 0.00493 -2.8677 -0.0288 0.6963 -0.23
C 0.45617 0.69353 0.59830 -0.0356 -1.0607 0.9967 -0.16
C -0.39736 -1.58437 0.02822 -0.2768 -1.8840 -0.6109 0.16
C -0.65323 -0.19179 0.39016 -0.8443 -1.2832 -1.2212 -0.55
N -1.46808 -2.41799 -0.26873 3.6828 2.3429 0.3630 -0.20
N -2.71935 1.32564 -0.78235 4.0702 -2.1631 0.2861 -0.98
O -3.25255 0.29585 1.34639 -0.7124 -0.2950 0.8548 -0.88
O -2.58966 -1.59987 -0.17046 -1.6289 2.3861 0.4333 -0.52
S -2.38922 -0.00377 0.26358 1.9739 -0.7529 -0.3173 2.09
H 3.00215 -1.46817 0.77755 -1.0645 -0.3561 -0.9359 0.22
H 2.51506 0.83990 0.86387 0.6459 0.2661 0.4787 0.22
H 1.18832 -3.18978 -0.19061 0.0474 1.4728 0.2336 0.24
H 0.34613 1.71002 0.87557 -0.4806 0.9200 -0.1507 0.22
H -1.91410 1.16842 -1.43609 -1.3969 0.8261 -0.0653 0.39
H -3.60534 1.36541 -1.20620 -1.4165 -0.1528 -0.5715 0.41
```
Positions in Å, forces in eV/Å.

Calculated values
total charge	0
SMILES	N[S@]1(=O)=c2ccccc2=NO1
highest occupied orbital energy (spin up / spin down)	-0.283 / -0.283	Eh
max |F|	4.62	eV Å⁻¹
energy above the lowest of the compared OMol25 structures with the same formula, charge and spin	3.965	eV

***

Entry 8:
Density functional theory data (ωB97M-V/def2-TZVPD) for 2 unconnected molecules or ions with the total composition C6H6N2O3S.

Structure (XYZ):
```
18
Properties=species:S:1:pos:R:3:forces:R:3:nbo_charge:R:1
C 0.83712 -1.67304 0.02558 -0.3350 0.0940 -0.2279 0.70
C -2.26378 0.09980 0.01390 0.1650 -0.0635 0.3454 -0.18
C -1.36124 -0.11319 0.97482 -0.0579 0.0755 -0.0267 -0.26
C -1.94424 1.00601 -1.05845 0.3178 0.0998 0.0723 -0.36
C 0.01691 0.46955 0.84663 -0.1668 -0.5198 0.5524 0.22
C -0.83663 1.73907 -0.93534 0.0683 0.3334 -0.5469 0.19
N 0.93232 -0.47875 0.21009 0.1747 0.4706 0.1009 -0.60
N 0.71855 -2.78850 -0.39438 -0.1814 -0.4906 -0.5148 -0.68
O 3.46248 0.44816 1.23576 -0.1653 0.3065 -0.2219 -0.88
O 3.69482 -0.53830 -0.97750 -0.3052 0.3706 0.0350 -0.88
O 0.04972 1.64736 0.08200 -0.2110 0.1740 0.0682 -0.47
S 3.13747 0.51541 -0.16625 0.8620 -0.5257 0.1792 1.69
H -3.25009 -0.33394 0.04905 -0.0820 -0.1587 0.1053 0.22
H -1.55121 -0.74291 1.82681 -0.0681 -0.0883 0.1645 0.22
H -2.60711 1.14687 -1.89119 -0.0487 0.1034 -0.1605 0.23
H 0.45861 0.72725 1.81835 -0.1441 -0.0085 -0.2726 0.21
H -0.55228 2.52508 -1.62021 -0.0204 0.0102 -0.0360 0.20
H 1.05860 -3.65592 -0.03968 0.1980 -0.1828 0.3842 0.42
```
Positions in Å, forces in eV/Å.

Calculated values
total charge	0
highest occupied orbital energy	-0.324	Eh
max |F|	1.03	eV Å⁻¹
energy above the lowest of the compared OMol25 structures with the same formula, charge and spin	2.438	eV